Entry 1:
Formula: C4H8N2O
Source: the Open Molecules 2025 dataset
Level of theory: the ωB97M-V functional and the def2-TZVPD basis

Each line ends with the Löwdin charge.
CARTESIAN COORDINATES (ANGSTROEM)
C -1.815 0.605 0.674  -0.114
N -0.386 0.334 0.753  -0.090
C 0.235 -0.050 -0.496  -0.355
C -0.408 -1.200 -1.190  -0.178
N -0.919 -2.080 -1.741  0.159
C 1.721 -0.366 -0.273  -0.235
O 2.409 0.673 0.373  -0.048
H -2.389 -0.186 0.166  0.076
H -2.213 0.720 1.685  0.083
H -1.978 1.546 0.139  0.084
H -0.176 -0.343 1.478  0.124
H 0.141 0.802 -1.184  0.157
H 2.188 -0.567 -1.245  0.126
H 1.792 -1.288 0.326  0.128
H 1.797 1.400 0.535  0.082

The value obtained for the total energy is -9304.5429 eV. As for the HOMO-LUMO gap: 10.8 eV. The value obtained for the energy relative to the best compared isomer or geometry (same formula, charge and spin) is 1.850 eV. The value obtained for the HOMO energy is -0.3684 Ha.



Entry 2:
Formula: CH3IS
Source: the Open Molecules 2025 dataset
Level of theory: the ωB97M-V functional and the def2-TZVPD basis

Each line ends with the Löwdin charge.
CARTESIAN COORDINATES (ANGSTROEM)
C 0.103 0.314 0.360  -1.148
S -1.537 -0.205 0.086  0.625
I 1.599 -0.780 1.302  0.703
H 1.238 1.151 -2.076  0.147
H 0.452 0.681 -0.619  -0.175
H -1.855 -1.161 0.947  -0.152

The value obtained for the total energy is -20016.5858 eV. As for the HOMO-LUMO gap (alpha / beta): 7.2 / 9.1 eV. The value obtained for the energy relative to the best compared isomer or geometry (same formula, charge and spin) is 4.330 eV. The value obtained for the HOMO energy (alpha / beta) is -0.2908 / -0.3550 Ha.



Entry 3:
Formula: C14H14O4
Source: the Open Molecules 2025 dataset
Level of theory: the ωB97M-V functional and the def2-TZVPD basis

Each line ends with the Löwdin charge.
CARTESIAN COORDINATES (ANGSTROEM)
C -4.483 -0.111 -1.417  -0.096
C -4.885 0.413 -0.041  -0.245
C -3.824 1.368 0.501  -0.103
C -2.539 0.609 0.775  -0.480
O -2.459 -0.339 1.500  0.133
O -1.496 1.162 0.121  0.082
C -0.235 0.585 0.148  -0.206
C -0.022 -0.790 0.121  0.000
C 1.257 -1.291 0.124  0.001
C 2.372 -0.447 0.114  -0.110
C 3.744 -0.910 0.109  -0.189
C 4.103 -2.364 0.118  -0.034
C 4.714 0.040 0.069  0.057
C 4.460 1.460 0.059  -0.441
O 5.325 2.307 0.053  0.111
O 3.144 1.854 0.065  0.131
C 2.148 0.945 0.107  -0.171
C 0.846 1.453 0.142  0.102
H -3.568 -0.713 -1.359  0.076
H -4.305 0.729 -2.072  0.073
H -5.274 -0.718 -1.852  0.072
H -5.027 -0.399 0.670  0.110
H -5.840 0.938 -0.143  0.110
H -3.621 2.183 -0.195  0.121
H -4.161 1.770 1.454  0.127
H -0.870 -1.472 0.111  0.122
H 1.434 -2.357 0.137  0.115
H 3.696 -2.874 1.003  0.097
H 3.723 -2.867 -0.761  0.088
H 5.185 -2.471 0.143  0.081
H 5.761 -0.215 0.044  0.125
H 0.695 2.521 0.151  0.139

The value obtained for the total energy is -22935.8165 eV. As for the HOMO-LUMO gap: 8.8 eV. The value obtained for the energy relative to the best compared isomer or geometry (same formula, charge and spin) is 0.023 eV. The value obtained for the HOMO energy is -0.3239 Ha.



Entry 4:
Formula: BH24O10
Source: the Open Molecules 2025 dataset
Level of theory: the ωB97M-V functional and the def2-TZVPD basis

Each line ends with the Löwdin charge.
CARTESIAN COORDINATES (ANGSTROEM)
B -0.012 0.034 -0.131  -0.423
H 0.431 -0.903 0.168  -0.093
H 0.673 0.860 -0.020  -0.096
H -0.335 -0.004 -1.160  -0.076
H -0.760 0.321 0.592  -0.090
O -0.267 -5.071 1.215  -0.044
H 0.688 -5.096 1.281  0.029
H -0.476 -5.696 0.522  0.029
O 3.517 -0.694 -0.344  -0.070
H 3.733 -0.390 -1.226  0.023
H 2.629 -0.374 -0.190  -0.017
O 1.511 -1.375 3.213  -0.048
H 1.939 -2.230 3.257  0.024
H 1.029 -1.390 2.387  0.011
O -2.279 3.211 -0.513  -0.051
H -1.990 2.320 -0.316  0.015
H -1.474 3.730 -0.511  0.026
O 1.457 4.996 -1.130  -0.055
H 1.600 4.050 -1.113  0.030
H 2.109 5.349 -0.525  0.027
O -3.595 3.374 2.747  -0.060
H -4.412 3.190 2.282  0.025
H -2.913 3.273 2.082  0.009
O -2.757 -2.313 0.971  -0.064
H -2.246 -1.504 0.943  0.002
H -2.146 -2.972 1.301  0.006
O 0.762 -2.986 -3.118  -0.053
H 0.774 -2.536 -2.274  0.027
H 0.815 -3.916 -2.895  0.021
O 1.387 2.088 2.900  -0.064
H 1.353 1.258 3.376  0.011
H 1.029 1.884 2.036  0.001
O -0.352 0.142 -5.317  -0.056
H -1.250 0.046 -5.635  0.024
H -0.173 -0.676 -4.854  0.019

The value obtained for the total energy is -21540.7477 eV. As for the HOMO-LUMO gap: 8.4 eV. The value obtained for the energy relative to the best compared isomer or geometry (same formula, charge and spin) is 2.352 eV. The value obtained for the HOMO energy is -0.2274 Ha. The total charge is -1.